# 1
The following is a DFT calculation (ωB97M-V with the def2-TZVPD basis set) of a structure of composition C22H37ClNO2P3Zr.

## Properties
LUMO level (alpha / beta) = -15.9 / -15.9 eV
E_tot = -2595.3404 Eh
HOMO (alpha / beta) = -18.474 / -18.479 eV
Net charge = +4
F_max = 12.228 eV/A
Kohn-Sham gap (alpha / beta) = 2.58 / 2.59 eV
ΔE to the lowest compared entry with this formula, charge and spin = 43.2 kcal/mol

XYZ file:
```
67
Properties=species:S:1:pos:R:3:forces:R:3
H 6.3501 -2.1358 -0.1618 -0.182 0.090 0.026
H 5.9634 -0.2700 2.1045 -0.173 -0.034 -0.171
H 5.8495 1.6447 -0.2370 0.246 -0.197 -0.095
H -1.2938 -2.0096 -2.4310 0.120 -0.050 -0.048
H -2.2072 -4.0414 -0.9594 -0.223 -0.356 0.155
H -0.0355 4.7714 -2.3907 -0.079 0.272 0.204
N 0.1331 -0.6540 0.9320 -0.266 0.842 -0.595
H 6.9674 0.2288 -0.1684 -0.225 -0.034 0.004
C 4.8928 -0.3123 1.8683 -1.150 0.283 -0.004
C -2.7991 4.1931 -1.1321 -0.054 -0.838 -0.300
Cl -0.1505 0.1410 4.7625 0.061 -0.172 -0.023
H -1.9673 3.7853 1.8052 0.080 0.292 -0.090
H -3.4849 -5.0559 -0.1974 0.161 0.135 0.048
C 5.2607 -2.1073 -0.2795 -1.095 -0.138 -0.519
H -5.0894 -3.6958 2.1198 0.179 0.113 0.050
H 1.2322 -1.9531 -2.1826 0.097 0.001 -0.116
H -0.4029 6.0433 -1.1662 0.036 -0.271 -0.002
H -5.9681 -2.1274 -0.3162 -0.091 -0.422 -0.113
H -1.4287 5.4431 1.3418 0.048 -0.246 -0.127
H -2.8004 3.9383 -2.2010 -0.144 0.293 0.187
C -0.0585 -0.0068 2.1042 0.417 -1.355 0.041
H 4.3924 0.5982 2.2251 0.325 -0.185 0.193
C 6.0154 0.6081 -0.5573 -0.960 0.601 -0.654
C -1.4555 0.1045 -2.8373 -0.537 1.003 -2.084
H -2.5342 0.0891 -2.8976 -0.089 -0.089 -0.095
C -1.2073 4.3687 1.2675 0.316 -0.834 0.301
H -4.4167 -2.0867 2.5867 -0.179 -0.461 0.201
H 0.9662 -3.7211 1.9624 -0.053 0.164 0.225
C 0.4893 -2.0482 3.2796 0.006 -0.008 -0.319
O -2.9654 1.2443 0.8490 3.307 -0.410 -3.298
H 0.9794 4.9049 -0.9456 -0.244 0.236 -0.011
H 2.4470 0.2424 -2.5385 0.044 -0.245 -0.096
H -2.0876 -4.4408 0.7740 -0.233 -0.044 -0.253
H -0.3450 1.0445 2.0739 0.088 -0.277 0.207
H -5.7701 -3.9137 -0.0879 0.066 0.125 -0.099
H -1.3267 2.2541 -3.1800 0.047 -0.146 -0.197
C 0.6479 1.3699 -2.9008 0.788 0.626 -0.950
C -0.7717 1.3406 -2.9972 -1.306 -0.263 -2.484
H 4.9846 -2.3719 -1.3093 0.342 -0.178 0.221
O 1.8621 2.6180 0.7996 -3.135 -2.350 -3.447
H -3.3495 -3.5253 2.6174 -0.333 0.119 -0.052
P 4.6279 -0.4196 0.0553 1.968 -0.549 0.898
H -3.0532 5.2536 -0.9942 0.132 -0.223 0.006
H -5.1310 -3.0863 -1.5741 -0.238 -0.082 0.289
C 1.1866 2.0237 0.0568 3.885 2.355 3.538
Zr -0.1606 0.4509 -1.1028 -1.149 2.844 11.837
H 4.7726 -2.8118 0.4060 0.228 0.089 -0.195
H 0.5962 -2.4014 -0.1133 -0.026 0.122 0.593
H 6.0055 0.5765 -1.6545 0.276 0.076 0.236
C 0.4793 -1.9499 0.8799 0.051 -0.143 0.560
C 0.6832 -1.0557 -2.4325 0.858 -0.354 -2.131
P -1.1486 3.8441 -0.4641 -0.276 0.787 -0.205
C 0.6752 -2.6767 2.0479 -0.030 0.006 -0.247
C -5.3236 -2.9996 -0.4959 0.285 1.123 -0.479
H 1.1650 2.3181 -2.9682 0.100 -0.068 -0.234
C -0.7384 -1.0882 -2.5512 -0.191 -1.371 -1.154
C 0.1153 -0.7053 3.3023 -0.231 0.790 -0.112
H 0.6231 -2.5693 4.2196 0.034 -0.090 -0.040
H -0.2332 4.1482 1.7230 -0.191 0.318 0.072
C -0.0484 5.0133 -1.3181 0.485 -0.675 -0.243
H -3.5435 3.5560 -0.6370 0.050 0.329 -0.061
C 1.3715 0.1762 -2.6404 1.070 -0.945 -2.218
C -2.1268 1.0682 0.0654 -4.063 0.059 3.393
C -4.2007 -3.0534 2.1096 0.509 1.029 0.195
H 4.4235 -1.1801 2.3493 0.196 0.226 -0.022
P -3.7462 -2.7100 0.3755 -0.397 -1.845 0.130
C -2.7885 -4.2210 -0.0430 0.647 0.597 -0.225
```
Positions in Å, forces in eV/Å.

Atom charges from the Löwdin analysis, given in e for atoms 1 to 4:
1 H 0.079
2 H 0.080
3 H 0.055
4 H 0.139

# 2
The following is a DFT calculation (ωB97M-V with the def2-TZVPD basis set) of a structure of composition C22H37N2O8P2SSe2Te2Ti.

## Properties
LUMO level (alpha / beta) = 1.8 / 2.0 eV
E_tot = -8841.6039 Eh
HOMO (alpha / beta) = -2.962 / -3.529 eV
Net charge = -1
F_max = 2.599 eV/A
Kohn-Sham gap (alpha / beta) = 4.76 / 5.48 eV
Spin multiplicity = 3

XYZ file:
```
77
Properties=species:S:1:pos:R:3:forces:R:3
N 0.6918 -0.0058 -2.2561 -0.324 0.030 -0.247
H -0.5533 1.7857 8.6908 -0.002 -0.007 0.028
O -1.4811 1.1819 0.2884 -0.475 0.329 -0.544
C 1.1611 -1.1046 -2.8570 0.027 0.044 -0.042
H -2.3962 0.4991 -1.8556 -0.133 0.087 -0.002
Te 1.7795 -4.1523 -0.6379 0.010 0.828 0.006
O -3.5891 2.6682 0.1712 -0.027 0.037 -0.041
P 0.3561 3.4654 -0.1880 0.194 0.128 0.227
H 0.2679 -3.0237 4.4207 -0.022 -0.004 -0.015
H 1.6292 -1.8474 -2.2329 -0.090 -0.053 0.039
H 1.1879 3.1342 4.2282 0.009 -0.026 0.026
H 1.7805 1.8728 3.1350 -0.011 -0.015 -0.040
C 0.0929 -0.5896 2.9720 0.041 0.025 -0.136
O 0.2823 0.1331 1.8921 -0.272 0.092 1.165
H -0.2772 -1.3447 -6.7629 -0.006 0.014 -0.006
H -0.9819 5.1365 -2.4245 -0.001 0.003 -0.013
H -0.4391 -1.4748 7.4078 -0.005 0.008 -0.007
H 0.7681 2.4883 6.3661 0.004 -0.010 -0.005
H -2.8940 4.2261 0.4012 -0.168 -0.006 -0.058
O 0.2316 4.0287 1.1873 0.003 0.026 0.010
H -4.0891 -0.0170 0.4213 0.028 -0.038 0.055
C 0.5274 -0.3435 -5.0442 0.002 0.022 -0.112
H -0.3639 1.6207 -4.9998 0.006 -0.006 0.005
H 1.4995 -2.2255 -4.6290 0.002 0.030 -0.002
H -0.1290 1.8446 -2.5695 -0.028 -0.035 0.060
C 0.1884 0.9366 -3.0536 0.044 0.035 -0.025
C 0.9243 2.2017 3.7260 -0.042 -0.006 0.102
C -0.1793 -0.7333 6.6570 0.001 -0.069 -0.068
H -1.3138 4.7099 0.8987 0.103 0.048 0.083
C -4.9810 -1.2761 -1.1015 0.077 -0.039 -0.032
H -1.4831 -3.9894 1.4356 0.001 0.057 0.031
C -2.5083 -4.0207 1.0679 0.023 -0.002 -0.074
H 0.0886 0.3657 -7.0315 -0.005 -0.013 -0.002
C 0.0744 0.8135 -4.4250 0.027 0.031 0.004
Ti 0.3912 0.1848 0.0645 -0.162 1.248 -0.737
Te 4.2432 -1.6727 -0.9033 -0.161 -0.094 0.013
H 1.3947 -0.8275 -6.9456 -0.016 0.008 -0.012
Se 2.8269 -0.0149 0.2482 1.971 -0.310 0.114
H -5.4037 -2.2798 -1.1501 -0.006 0.003 0.005
H -4.3889 -1.1109 -2.0023 0.005 0.029 0.017
H -0.1783 0.1198 9.1472 0.003 0.009 0.003
C -0.1802 -1.1103 5.3245 -0.008 -0.042 0.115
S -2.3690 -1.5347 -0.0483 -0.698 0.380 -1.065
C -0.5402 -2.5288 4.9653 0.010 0.068 0.060
H -5.8020 -0.5592 -1.1093 -0.017 -0.026 0.043
H -2.1321 5.5998 -0.3041 0.015 -0.004 -0.007
H -2.7903 -5.0683 0.9550 -0.045 0.025 -0.003
P -2.3675 2.1245 -0.5008 0.121 -0.159 0.411
O -2.0385 -1.0297 -1.4608 -0.202 -0.137 0.419
C -1.3763 3.6895 -0.8692 0.054 -0.351 0.291
H -0.7427 -3.1046 5.8689 -0.001 0.002 -0.002
H 0.1248 2.4151 3.0212 0.010 0.002 -0.065
H -3.1600 -3.5680 1.8194 -0.024 -0.044 -0.012
C 1.0965 -1.3047 -4.2243 0.055 -0.051 0.038
H -2.5831 4.3497 -2.5291 0.002 -0.018 -0.021
C 0.4261 -0.5422 -6.5323 0.020 -0.012 0.101
O -2.6802 1.4728 -1.9018 0.108 -0.184 -0.166
C 0.1525 -0.1573 4.3172 -0.009 -0.015 -0.144
C -1.5267 4.1996 -2.2935 -0.056 0.101 0.090
C -4.1220 -1.0711 0.1391 0.014 0.010 0.160
C 0.5159 1.1594 4.7283 0.015 0.118 -0.001
C -2.6022 -3.3010 -0.2752 -0.047 -0.308 0.246
O 0.9712 2.1032 -0.4009 -0.513 0.747 -0.107
H -4.4794 -1.6399 1.0015 -0.042 0.089 0.032
H -1.1365 3.4840 -3.0106 0.002 -0.009 0.007
C 0.1325 0.9528 8.5154 0.023 0.007 -0.104
H -1.7997 -3.6105 -0.9434 0.009 0.055 -0.012
H -0.1088 -1.6354 2.7693 -0.022 -0.051 -0.009
H -3.5643 -3.4539 -0.7625 0.051 -0.029 -0.090
H -1.4303 -2.5695 4.3306 0.018 -0.010 -0.017
Se 0.5617 -2.1681 0.2120 0.370 -2.531 0.458
N -1.9985 4.6810 0.1061 0.126 -0.120 -0.213
C 0.4941 1.4781 6.0730 0.003 -0.050 -0.034
C 0.1448 0.5564 7.0621 0.003 0.064 0.053
H 2.1179 4.3149 -1.0901 -0.005 -0.072 -0.059
H 1.1238 1.2757 8.8446 -0.009 -0.006 0.026
O 1.1674 4.4725 -1.1511 0.042 0.126 -0.186
```
Positions in Å, forces in eV/Å.

Atom charges from the Löwdin analysis, given in e for atoms 1 to 4:
1 N -0.021
2 H 0.071
3 O -0.394
4 C -0.193

# 3
The following is a DFT calculation (ωB97M-V with the def2-TZVPD basis set) of a cluster of 3 separate species, C22H37O11P3S in total.

## Properties
LUMO level = -1.3 eV
E_tot = -3110.5257 Eh
HOMO = -8.761 eV
F_max = 1.474 eV/A
Kohn-Sham gap = 7.48 eV

XYZ file:
```
74
Properties=species:S:1:pos:R:3:forces:R:3
H 2.6409 -3.6721 -0.0537 -0.061 0.046 0.083
H -2.8292 0.7796 1.0135 0.026 0.053 -0.016
H -3.4565 3.3651 -3.3131 -0.046 -0.070 0.011
C 3.7013 -2.2649 1.1178 1.140 -0.099 0.230
H -1.2684 6.2171 -4.5283 0.082 -0.122 -0.069
H 6.1343 -0.1286 4.1977 -0.170 -0.048 0.035
H 4.1539 -4.8322 0.9228 0.038 0.158 -0.180
H -0.9450 -0.6403 4.6086 -0.196 0.011 -0.473
H -2.4065 6.4569 -5.8699 -0.060 -0.015 0.031
O -1.7049 4.5259 -5.5956 -0.079 -0.103 0.013
O -2.6021 2.2921 -4.8904 0.060 -0.084 -0.177
H 5.5358 -4.7980 -0.1796 0.123 -0.005 0.247
H 4.7329 -4.9335 4.8478 -0.210 0.103 -0.073
O -4.1928 3.9792 -6.0134 -0.025 0.104 0.137
H -6.4452 4.8219 -1.8445 0.053 -0.134 -0.051
H -1.7105 3.0188 -3.1716 -0.010 0.043 -0.040
H -2.5694 -0.2303 -0.4121 -0.149 0.028 -0.097
O -5.1471 3.3496 -1.2546 -0.079 -0.267 -0.017
P -0.0938 -3.3789 0.3222 0.092 -1.444 0.281
H -3.7832 2.3557 -8.6049 -0.026 0.009 0.063
C -5.8117 4.5930 -0.9912 -0.073 0.290 0.008
H -1.2889 -2.6477 0.3408 0.381 0.185 -0.176
H -1.8808 1.4051 -0.3547 -0.003 0.012 0.070
H 5.8959 -2.3998 1.0019 -0.082 0.105 -0.313
C 1.2240 -1.4398 1.9890 -1.194 0.330 0.259
H -3.6559 1.2509 -7.2145 0.010 0.024 0.008
C 5.0003 -2.8226 0.5555 -0.597 -0.868 -0.150
C 3.6360 -1.2067 2.0284 0.784 0.050 -0.210
O -3.9241 1.2860 -0.7000 -0.061 0.080 0.028
P -2.8264 3.4586 -5.9457 0.061 -0.049 -0.032
S -0.2418 -5.1669 1.0992 -0.102 0.169 0.109
H 5.8024 -0.8872 2.0402 -0.318 -0.171 -0.079
C 2.5512 -2.8659 0.6719 -0.134 -0.538 -0.737
C -3.0933 1.8488 -7.9317 -0.173 -0.113 -0.180
H -5.8359 -0.1756 0.8235 0.038 0.017 0.000
H 4.7472 -6.2614 2.4066 0.087 0.195 -0.159
H -2.4465 1.1921 -8.5083 0.101 0.079 0.059
O 2.8066 1.3386 3.4680 -0.277 -0.607 -0.073
C -0.1238 -0.9744 2.5098 -0.070 0.235 0.242
C 5.1160 -0.5014 4.0256 0.723 0.101 -0.013
C -2.1161 5.7902 -5.0595 0.002 0.252 -0.007
H 0.2526 -3.5319 -1.0424 0.002 0.652 0.179
C -5.9806 0.7462 1.3880 0.047 -0.160 0.122
H 4.4624 0.1774 4.5699 -0.060 -0.227 -0.100
O -3.9340 3.2204 1.0112 0.080 -0.123 0.111
H -5.1669 0.8725 2.1050 -0.022 0.030 0.005
H -5.0715 5.3828 -0.8701 0.006 -0.041 0.065
H 4.8200 0.5422 2.1732 0.035 -0.153 0.084
C 1.2996 -2.4684 1.0708 -0.756 0.427 -0.599
H 4.9630 -2.6535 -0.5279 0.310 0.276 0.183
C 5.1267 -4.3608 0.7410 0.035 0.316 0.093
H -2.9471 5.6775 -4.3648 -0.040 -0.008 -0.072
H -6.4307 4.5324 -0.0963 0.026 -0.024 -0.001
C 5.3462 -5.4455 2.8308 0.152 0.112 1.159
C 2.1508 0.3177 3.4292 -0.139 0.326 0.176
C 4.5129 -4.5957 3.8312 0.255 -0.442 -0.502
C -2.6749 2.6281 -3.5018 0.052 0.109 0.178
C 2.3740 -0.8144 2.4516 -0.168 0.566 0.661
C -0.1090 -0.4931 3.9310 0.096 -0.299 -0.119
C -2.7324 0.7880 -0.0687 0.228 -0.011 0.010
O 5.9780 -4.6531 1.8418 -0.331 -0.305 -0.315
P -4.6877 2.4948 -0.0120 -0.047 0.000 -0.033
H -6.9206 0.6866 1.9305 -0.019 0.097 -0.057
C 4.8936 -0.5030 2.4991 -0.254 0.567 0.490
O -6.0535 1.8520 0.4874 -0.072 0.161 -0.126
O -2.2676 2.8174 -7.2736 0.165 -0.016 0.169
H -2.9026 1.7277 -2.9398 -0.077 -0.035 -0.127
H 3.4395 -4.6866 3.6424 0.098 0.221 0.065
H 6.1449 -5.9149 3.4148 0.063 0.050 -0.333
O -1.1355 -0.9620 1.8353 0.480 -0.192 0.338
H 5.0899 -1.4991 4.4744 -0.196 0.095 -0.163
H 4.8412 -3.5579 3.7312 -0.175 -0.091 0.093
H 1.0572 0.4616 5.3912 0.123 0.289 -0.267
C 0.9832 0.1175 4.3628 0.497 -0.111 0.041
```
Positions in Å, forces in eV/Å.

Atom charges from the Löwdin analysis, given in e for atoms 1 to 4:
1 H 0.119
2 H 0.068
3 H 0.077
4 C -0.146

- Which formula does entry 2 have?
  C22H37N2O8P2SSe2Te2Ti

- Which of these has the highest F_max?
  C22H37ClNO2P3Zr